Entry 1:
A cluster of 2 separate species, C3H9NO2 in total at a distorted geometry, computed with the ωB97M-V functional and the def2-TZVPD basis.

```
15
Properties=species:S:1:pos:R:3:forces:R:3:nbo_charge:R:1
C -2.31648 0.88891 0.97933 1.034 0.182 -0.961 -0.619
C -0.90945 0.24547 0.60258 -1.857 -0.299 0.402 -0.218
N 0.10568 1.28668 0.40503 -1.196 0.615 0.269 -0.606
C 1.31431 1.12868 -0.15828 1.858 -3.183 0.733 0.516
O 1.88289 -0.00316 -0.23696 -1.586 3.285 -0.391 -0.637
H -2.36134 1.47303 1.91389 0.340 -0.353 -0.305 0.211
H -3.11185 0.12510 1.00333 0.498 0.254 -0.040 0.226
H -2.50599 1.56765 0.13079 -0.439 -0.058 0.427 0.199
H -0.73143 -0.53193 1.37033 0.797 0.591 -0.438 0.210
H -1.10221 -0.26869 -0.35863 0.414 0.089 0.461 0.200
H -0.25266 2.24065 0.49486 0.336 -0.569 -0.165 0.392
H 1.81265 2.09570 -0.41169 -0.194 -0.614 -0.038 0.126
O 2.56568 -3.78305 -1.88415 0.486 1.053 -0.151 -0.949
H 2.12729 -2.92109 -1.70220 0.541 -0.810 -0.125 0.480
H 3.48292 -3.54395 -2.14825 -1.031 -0.184 0.323 0.469
```
Positions in Å, forces in eV/Å.

Calculated values
HOMO-LUMO gap = 10.8 eV
SMILES string = CCNC=O.O


Entry 2:
A structure of composition C27H35AsCeN2OP2 at a distorted geometry, computed with the ωB97M-V functional and the def2-TZVPD basis.

```
69
Properties=species:S:1:pos:R:3:forces:R:3:mulliken_spin:R:1
Ce 0.59596 -1.11586 -1.39785 0.397 0.258 -0.876 1.048
P -1.82737 -2.65794 -0.47406 -0.826 -0.913 0.601 0.035
P 1.15308 1.64614 -2.73692 1.098 0.525 -0.578 0.000
N 1.20711 -2.60074 0.13813 -1.396 -0.272 0.070 -0.001
N 2.54982 -0.18962 -0.68992 0.052 -0.267 0.545 -0.016
H 2.82924 -2.85556 1.32037 0.035 0.536 0.468 0.002
H 3.37347 -0.20545 1.26560 -0.297 -0.264 -0.107 -0.001
H 1.74631 -1.60197 1.99618 -0.223 -0.454 -0.486 0.002
C 2.17518 -2.00501 1.05018 0.790 -0.738 0.594 0.005
H 4.06008 -1.41094 0.22441 -0.272 0.200 -0.334 0.000
C 3.10012 -0.91974 0.46552 0.844 0.305 -0.078 -0.004
H 0.35539 -3.64486 1.80749 -0.120 0.456 -0.405 0.001
H 4.41770 0.81527 -0.97505 -0.776 -0.162 -0.277 0.001
C 0.53868 -3.79568 0.71962 -0.505 1.330 0.966 0.000
C 3.35137 0.74042 -1.29692 -0.510 0.763 -1.132 0.010
H -1.48662 -4.63056 0.76725 0.383 -0.363 -0.223 0.002
C -0.82008 -4.12610 0.06200 0.486 0.034 -0.032 0.008
H -0.67328 -4.74698 -0.82385 -0.123 -0.090 0.070 -0.002
H 1.33234 1.65056 -4.15982 -0.527 0.135 0.460 -0.001
H 0.97334 3.03681 -2.52326 -0.418 -0.172 -0.241 0.000
H -2.79803 -3.37064 -1.24900 0.303 0.402 0.150 0.013
H -2.63828 -2.58475 0.69379 0.167 0.365 -0.309 -0.003
O 0.81085 -2.00090 -3.63414 1.420 -2.074 -0.846 0.003
C 1.51969 -3.02564 -3.91653 -1.461 1.705 1.991 0.006
C 0.90448 -4.39258 -3.93441 0.466 -0.651 -0.200 -0.001
C 3.01199 -2.95673 -3.87388 0.207 -0.246 0.076 0.000
H 1.16409 -4.67134 0.79146 0.475 -0.500 -0.696 0.002
H 0.22022 -4.60380 -3.08855 0.369 0.532 -0.359 0.001
H 0.34067 -4.61272 -4.84478 0.077 0.200 -0.053 0.000
H 1.76001 -5.08221 -3.87326 -0.737 -0.138 -0.121 0.000
H 3.36035 -2.25182 -3.09488 -0.262 -0.339 -0.302 0.001
H 3.37314 -3.98178 -3.70598 0.215 0.613 0.105 0.000
H 3.45804 -2.62112 -4.80523 -0.117 0.143 -0.330 0.001
C 2.89841 1.57559 -2.31541 1.375 -1.073 1.719 -0.008
H 3.66351 2.20363 -2.77572 -0.509 -0.011 -0.003 0.000
C -4.66844 1.16787 3.94757 0.191 -0.080 -0.115 0.066
C -4.85448 0.47565 2.74590 0.236 -0.022 -0.456 -0.007
C -3.79400 0.32575 1.84478 -0.197 -0.071 0.292 0.028
C -2.53534 0.87601 2.14603 -0.031 -0.791 -0.496 0.098
C -2.35213 1.57322 3.34347 0.183 0.054 0.573 0.036
C -3.41801 1.71272 4.24385 0.238 0.051 -0.316 -0.010
As -1.10817 0.69487 0.75324 -0.561 3.067 2.291 0.293
C -1.80201 2.17615 -0.36140 -0.264 -0.551 -0.738 0.082
C -2.45034 1.80855 -1.54962 0.366 0.411 0.094 0.011
C -2.93884 2.79885 -2.40212 -0.035 0.078 0.088 0.001
C -2.79800 4.14934 -2.06386 0.106 -0.124 0.218 -0.003
C -2.20704 4.50990 -0.84644 -0.027 -0.383 0.026 0.008
C -1.73112 3.51423 0.02472 0.203 0.377 0.035 0.003
C 0.41144 1.50865 1.73700 -0.497 -0.824 -0.825 0.149
C 1.14515 2.58478 1.22765 0.742 0.352 -0.215 0.016
C 2.26318 3.05497 1.92859 -0.513 0.099 -0.448 0.002
C 2.67753 2.41543 3.10186 -0.070 -0.029 -0.009 0.113
C 1.97951 1.30044 3.57609 -0.494 -0.219 0.081 -0.016
C 0.84544 0.85186 2.89641 0.423 -0.247 0.575 0.034
H -5.49793 1.27613 4.64863 0.282 -0.042 -0.213 0.001
H -5.83154 0.05293 2.50733 0.304 0.132 0.041 0.000
H -3.93784 -0.21226 0.90480 -0.082 0.117 0.304 0.000
H -1.38437 2.01899 3.58207 -0.363 -0.142 -0.026 0.004
H -3.26620 2.25432 5.17910 -0.016 -0.118 -0.335 0.002
H -2.55206 0.75634 -1.80779 -0.022 0.124 -0.101 -0.015
H -3.42640 2.51849 -3.33570 0.109 0.074 0.254 0.000
H -3.16218 4.92252 -2.74356 0.123 -0.265 0.232 0.000
H -2.10915 5.56574 -0.57062 -0.087 -0.484 -0.067 0.002
H -1.29579 3.79935 0.98915 -0.177 -0.095 -0.434 0.001
H 0.84687 3.05366 0.28702 0.188 -0.112 0.316 -0.003
H 2.81155 3.92446 1.55211 -0.232 -0.373 0.146 0.001
H 3.54923 2.78536 3.64417 -0.223 -0.153 -0.195 -0.001
H 2.30765 0.78542 4.48327 -0.131 0.219 -0.336 0.001
H 0.28283 -0.00606 3.27374 0.245 0.196 -0.066 -0.002
```
Positions in Å, forces in eV/Å.

Calculated values
multiplicity = 3
net charge = +2
HOMO-LUMO gap (alpha / beta) = 6.9 / 2.3 eV


Going through the records in order, we get relative energy (zero: lowest compared OMol25 entry of this formula, charge and spin) values of 111.6; 211.7 kJ/mol.